Molecular formula: H6NO
Method: DFT, the ωB97M-V functional and the def2-TZVPD basis

```
! wB97M-V def2-TZVPD RIJCOSX def2/J DEFGRID3
* xyz 2 2
O -0.17 -1.03 1.17
N 0.04 0.82 -0.77
H 0.95 0.49 -1.15
H -0.11 0.16 0.03
H 0.24 1.77 -0.38
H -0.87 -1.70 1.11
H 0.64 -1.42 1.53
H -0.73 0.90 -1.54
*
```

Values from the calculation:
* maximum force: 2.496 eV/A
* relative energy (zero: lowest compared OMol25 entry of this formula, charge and spin): 54.73 kJ/mol
* ⟨S²⟩: 0.7528
* frontier orbital gap (alpha / beta): 18.252 / 9.558 eV

Molecular formula: C28H56O21S4
Method: DFT, the ωB97M-V functional and the def2-TZVPD basis

```
! wB97M-V def2-TZVPD RIJCOSX def2/J DEFGRID3
* xyz 0 1
S -7.83 5.43 -0.39
S 0.38 -9.29 5.77
S -0.82 0.10 -0.66
S -3.57 7.26 -9.79
O -4.79 7.82 -10.34
O 3.29 -2.49 -9.67
O -2.38 7.11 -10.69
O 0.03 1.18 -1.19
O -0.60 -10.60 5.29
O -0.40 -8.18 6.24
O 0.05 -1.30 -0.63
O -1.05 0.10 1.01
O -3.93 5.85 -9.08
O -8.76 4.05 -0.14
O -2.13 -0.05 -1.37
O -6.57 5.06 -0.98
O -7.86 6.33 0.79
O 1.04 -10.19 6.99
O 8.07 5.46 -3.36
O -8.84 5.92 -1.57
O 1.33 -9.06 4.66
O -1.13 2.09 8.16
O -7.57 -4.46 0.26
O 7.55 -0.43 5.03
O -3.06 7.93 -8.31
C -0.82 4.37 7.74
C -0.29 3.14 8.50
C -1.91 3.78 6.94
C 2.72 -3.39 -8.74
C 6.95 4.81 -2.67
C 7.67 -1.12 7.27
C 6.89 -1.41 5.86
C -6.78 -5.77 -1.56
C 8.61 0.34 5.67
C -2.39 2.55 7.62
C 7.40 3.58 -1.92
C 9.25 4.69 -3.06
C -9.84 4.98 -1.86
C 1.33 -11.49 6.46
C -3.83 5.79 -7.67
C -9.32 3.61 -1.37
C 0.77 -1.33 0.54
C -7.79 -4.72 -1.12
C 2.08 -1.10 -8.26
C -6.22 -4.80 0.55
C -0.04 -0.58 1.62
C -6.13 -6.08 -0.23
C 0.10 -11.79 5.62
C 8.79 4.11 -1.77
C 2.12 -2.50 -7.64
C 2.58 -1.28 -9.65
C 8.15 0.23 7.14
C -3.61 7.30 -7.19
H -7.70 -3.85 -1.77
H 1.73 -0.85 0.36
H 1.05 -0.73 -8.23
H 9.60 -0.05 5.42
H -4.74 5.33 -7.27
H 2.14 -11.41 5.73
H 1.73 -1.46 -10.32
H 7.01 3.52 -0.90
H -0.32 -1.36 2.33
H 10.16 5.29 -3.04
H -8.76 -5.14 -1.37
H -7.32 -6.57 -2.06
H 6.12 4.60 -3.35
H -5.63 -3.91 0.34
H -6.10 -5.34 -2.30
H 1.94 -3.93 -9.29
H 6.62 5.51 -1.90
H 7.11 -1.24 8.20
H 6.88 -2.45 5.54
H 3.53 -4.06 -8.44
H -0.68 -12.43 6.03
H -2.95 1.81 7.03
H 2.84 -2.46 -6.82
H -2.97 5.15 -7.50
H 0.58 0.13 2.18
H -2.94 7.28 -6.33
H -8.46 3.19 -1.90
H -0.54 3.27 9.55
H 2.68 -0.45 -7.62
H -5.10 -6.39 -0.44
H 5.83 -1.16 5.84
H 3.21 -0.46 -10.00
H 9.44 3.34 -1.35
H -2.68 4.54 6.79
H -2.99 2.79 8.50
H 7.33 0.94 7.19
H 8.94 0.39 7.87
H -6.13 -5.05 1.60
H -4.52 7.69 -6.72
H 8.45 1.35 5.31
H 1.52 -12.20 7.26
H 8.52 -1.74 7.56
H 1.02 -2.38 0.72
H 8.85 4.95 -1.07
H -9.90 5.00 -2.95
H -10.78 5.38 -1.48
H -10.11 2.88 -1.17
H -1.12 5.15 8.45
H -6.61 -6.81 0.42
H 0.79 3.00 8.46
H 9.38 3.81 -3.70
H -0.18 4.91 7.05
H 0.35 -12.24 4.65
H 7.37 2.70 -2.56
H -1.53 3.55 5.94
H 1.15 -2.91 -7.35
*
```

Values from the calculation:
* maximum force: 4.822 eV/A
* relative energy (zero: lowest compared OMol25 entry of this formula, charge and spin): 585.75 kJ/mol
* frontier orbital gap: 9.721 eV
* SMILES: O=S1(=O)OCCO1.O=S1(=O)OCCO1.O=S1(=O)OCCO1.O=S1(=O)OCCO1.C1CCOC1.C1CCOC1.C1CCOC1.C1CCOC1.C1CCOC1

Molecular formula: C20H21N3O7RhSe
Method: DFT, the ωB97M-V functional and the def2-TZVPD basis

```
! wB97M-V def2-TZVPD RIJCOSX def2/J DEFGRID3
* xyz -1 1
Rh -1.90 -0.52 0.38
Se -0.07 -1.91 -0.42
O -1.56 -0.90 2.32
O -4.09 2.95 0.53
O -4.45 -3.57 -0.47
O 1.23 4.46 -2.71
O -0.87 4.86 -2.97
O -1.90 -2.63 3.69
O -3.56 0.77 0.66
N -2.68 -0.70 -1.59
N 0.06 4.29 -2.44
N -3.11 -2.01 0.56
C 5.58 0.47 0.80
C -1.57 3.17 -0.96
C 3.66 -0.07 -0.76
C -1.86 2.29 0.08
C -0.82 1.59 0.70
C 4.21 -0.10 0.51
C 1.49 -1.92 2.43
C 1.87 -0.48 -2.44
C 2.21 -1.25 1.30
C -3.61 -2.67 -0.48
C -0.26 3.31 -1.35
C -3.30 2.02 0.47
C 0.79 2.63 -0.77
C -2.99 -2.14 -1.77
C 2.40 -0.58 -1.03
C 0.50 1.78 0.29
C -2.24 -1.95 2.75
C 3.47 -0.70 1.52
C 1.66 -1.17 0.01
C -3.52 -2.16 1.94
H 4.23 0.38 -1.57
H 5.56 1.12 1.67
H -0.99 1.23 1.71
H -4.17 -1.33 2.22
H 2.57 0.08 -3.06
H 1.80 2.77 -1.12
H 6.30 -0.33 1.00
H 1.30 1.26 0.80
H -3.66 -2.34 -2.60
H 0.50 -1.53 2.60
H -2.36 3.74 -1.44
H -2.05 -2.66 -1.94
H -3.53 -0.16 -1.50
H -2.13 -0.36 -2.37
H -4.01 -3.11 2.14
H 1.70 -1.46 -2.88
H 0.91 0.04 -2.45
H 3.88 -0.75 2.53
H 1.35 -2.98 2.20
H 2.07 -1.84 3.35
H 5.95 1.05 -0.05
*
```

Values from the calculation:
* maximum force: 1.486 eV/A
* relative energy (zero: lowest compared OMol25 entry of this formula, charge and spin): 0.00 kJ/mol
* frontier orbital gap: 6.171 eV

Molecular formula: C48H40N11O4SSiSn
Method: DFT, the ωB97M-V functional and the def2-TZVPD basis

```
! wB97M-V def2-TZVPD RIJCOSX def2/J DEFGRID3
* xyz -1 1
Sn 0.33 0.75 -0.99
S -0.74 -4.04 4.18
Si 1.86 2.56 -1.93
O -4.53 -1.30 2.76
O -1.36 -2.74 4.03
O -1.34 -5.03 5.04
O -4.35 -3.44 2.82
N -1.41 -1.45 0.11
N -2.06 -3.29 1.17
N -0.22 -1.03 -3.92
N -3.97 -2.34 2.48
N 1.10 -0.98 -1.89
N 2.76 -1.64 -0.26
N -1.07 1.62 0.29
N 0.21 1.63 2.34
N 1.25 0.03 0.77
N -2.72 2.29 -1.34
N -1.25 0.58 -2.35
C 2.18 0.20 2.80
C 3.68 -0.10 4.65
C 0.49 5.44 0.68
C -1.17 -0.10 -3.55
C 1.89 -3.17 -4.74
C -2.99 1.27 -3.59
C -2.33 1.42 -2.35
C -2.85 4.79 3.18
C -0.10 6.39 -0.15
C -3.69 5.01 2.08
C 1.15 0.68 1.97
C -2.69 -0.05 -5.64
C 1.20 4.17 -1.26
C 4.42 -1.05 3.89
C -1.85 3.82 3.13
C 0.61 5.14 -2.08
C -2.45 -1.13 0.92
C -0.03 6.24 -1.52
C 4.06 -1.38 2.61
C -0.75 2.03 1.59
C 2.63 -2.60 -2.51
C -1.72 3.08 1.97
C -2.15 2.37 -0.20
C 0.76 -1.41 -3.18
C -2.26 0.31 -4.34
C 1.68 2.44 -3.78
C 1.75 -2.43 -3.57
C 0.94 -3.79 4.70
C 2.92 -0.75 2.04
C -3.55 4.26 0.92
C -2.87 -2.24 1.58
C 2.21 -1.69 -1.43
C 3.81 -4.26 -3.74
C 2.33 -0.82 0.77
C -2.56 3.29 0.88
C -1.21 -2.75 0.26
C 0.93 -3.17 6.09
C -3.80 0.56 -6.16
C 1.13 4.34 0.13
C 3.57 2.15 -1.32
C 3.67 -3.51 -2.57
C -0.58 -4.77 2.56
C 2.93 -4.09 -4.81
C -4.14 1.88 -4.14
C -4.52 1.53 -5.41
C 2.57 0.52 4.12
C -1.89 -4.62 1.78
C -0.20 -3.54 -0.49
H -5.39 2.00 -5.85
H -1.94 -5.36 0.99
H 2.31 3.15 -4.34
H 0.39 -3.80 6.80
H -2.97 5.39 4.07
H 1.95 1.42 -4.11
H 1.55 3.58 0.79
H -0.33 -5.82 2.74
H -4.14 0.30 -7.15
H -4.69 2.62 -3.56
H 0.45 -2.19 6.07
H 0.64 5.03 -3.16
H -4.20 4.41 0.06
H 4.35 -3.63 -1.74
H -0.49 6.98 -2.17
H 3.06 -4.68 -5.70
H 5.29 -1.51 4.33
H 3.59 2.16 -0.22
H 0.42 5.54 1.76
H -1.20 3.64 3.97
H 2.00 1.24 4.70
H 3.84 1.13 -1.64
H -2.73 -4.80 2.45
H -0.28 -3.30 -1.55
H 4.34 2.84 -1.68
H 1.40 -3.14 3.95
H -4.45 5.78 2.14
H 0.82 -3.28 -0.18
H 0.25 -4.27 2.06
H 4.62 -4.98 -3.82
H -2.84 -0.13 1.01
H 1.95 -3.05 6.44
H -0.34 -4.61 -0.37
H 4.00 0.14 5.65
H 0.64 2.60 -4.06
H 4.62 -2.10 2.03
H 1.19 -3.03 -5.56
H -2.13 -0.79 -6.21
H 1.41 -4.78 4.68
H -0.62 7.24 0.29
*
```

Values from the calculation:
* maximum force: 0.770 eV/A
* relative energy (zero: lowest compared OMol25 entry of this formula, charge and spin): 0.00 kJ/mol
* frontier orbital gap: 4.803 eV

Number 1: DFT total energy -3610.38289 eV. Number 2: DFT total energy -116270.40056 eV. Number 3: DFT total energy -108240.07950 eV. Number 4: DFT total energy -99554.65725 eV.